Density functional theory data (ωB97M-V/def2-TZVPD) for a cluster of 2 separate species, CH7N3O in total.

Output
Orbital gap (alpha / beta)   0.135 / 0.353 Eh
HOMO (alpha / beta)   1.038 / -5.147 eV
<S²>   0.75

The geometry in ORCA input format:
```
! wB97M-V def2-TZVPD RIJCOSX def2/J DEFGRID3
* xyz -1 2
N -1.399 -0.284 1.393
C -0.221 0.114 0.820
N -0.209 1.478 0.468
N 0.810 -0.599 0.607
H -1.632 -1.274 1.256
H -2.193 0.316 1.171
H -0.793 1.796 -0.308
H 0.737 1.774 0.310
H 0.706 -1.602 0.620
H 1.436 -0.165 -1.389
H 1.247 -1.232 -2.581
O 1.510 -0.322 -2.366
*
```

Density functional theory data (ωB97M-V/def2-TZVPD) for a structure of composition C3H2LaO4.

Output
Orbital gap (alpha / beta)   0.169 / 0.174 Eh
HOMO (alpha / beta)   -14.667 / -14.667 eV
<S²>   0.75

The geometry in ORCA input format:
```
! wB97M-V def2-TZVPD RIJCOSX def2/J DEFGRID3
* xyz 2 2
H -1.203 -1.380 1.027
C -2.491 -0.841 -0.705
C -1.272 -0.681 0.169
O -0.676 0.417 0.149
C 1.777 0.776 0.107
O 2.143 -0.323 -0.105
O 2.195 1.873 0.309
O -3.629 -0.845 -0.414
La 4.843 2.725 0.577
H -1.686 -1.720 -1.114
*
```

Density functional theory data (ωB97M-V/def2-TZVPD) for a structure of composition C23H47HoNO2S2Si2.

Output
Orbital gap (alpha / beta)   0.285 / 0.287 Eh
HOMO (alpha / beta)   -10.247 / -10.249 eV
<S²>   6.00

The geometry in ORCA input format:
```
! wB97M-V def2-TZVPD RIJCOSX def2/J DEFGRID3
* xyz 1 5
O -1.597 -2.939 -1.295
O -2.173 -1.249 -2.754
C -0.155 -3.209 -1.389
C 0.378 -4.161 -0.335
H 0.381 -2.254 -1.326
H -0.033 -3.609 -2.398
H 1.117 -3.674 0.312
H 0.918 -4.953 -0.865
H -0.359 -4.659 0.306
C -2.182 -2.705 0.062
C -3.474 -3.478 0.120
H -2.355 -1.624 0.150
H -1.435 -3.020 0.799
H -4.172 -3.173 -0.669
H -3.953 -3.304 1.098
H -3.305 -4.553 -0.008
C -3.012 -0.071 -2.493
C -2.122 -1.724 -4.158
C -4.265 -0.401 -1.727
H -3.251 0.373 -3.468
H -2.376 0.631 -1.937
H -4.774 -1.288 -2.124
H -4.962 0.440 -1.821
H -4.069 -0.541 -0.658
C -3.297 -2.600 -4.465
H -1.169 -2.258 -4.224
H -2.072 -0.829 -4.787
H -3.508 -3.292 -3.644
H -3.087 -3.188 -5.357
H -4.186 -1.994 -4.651
H -1.921 -2.128 -1.956
Ho 0.869 0.773 1.017
C 0.290 2.154 -0.621
Si 0.903 1.919 -2.372
H -0.823 2.210 -0.667
H 0.610 3.168 -0.277
C 1.361 0.143 -2.824
C 2.377 3.008 -2.760
C -0.480 2.221 -3.623
C 2.931 0.012 0.236
Si 3.887 0.840 1.602
H 3.307 0.346 -0.742
H 3.069 -1.083 0.274
C 4.930 2.236 0.907
C 4.955 -0.407 2.501
C 2.759 1.677 2.897
H -0.081 2.659 -4.549
H -1.242 2.898 -3.215
H -0.970 1.269 -3.890
H 2.075 -0.322 -2.140
H 1.795 0.146 -3.838
H 0.448 -0.474 -2.856
H 3.184 2.866 -2.028
H 2.117 4.075 -2.764
H 2.774 2.752 -3.753
H 5.473 -1.057 1.781
H 4.346 -1.046 3.155
H 5.714 0.098 3.114
H 2.473 1.001 3.714
H 1.850 2.245 2.563
H 3.413 2.448 3.334
H 5.713 2.513 1.627
H 4.315 3.124 0.707
H 5.410 1.929 -0.031
S 0.797 -1.592 2.442
C 0.120 -0.440 3.489
N -0.271 0.810 3.092
C -0.759 1.588 4.148
C -1.156 2.924 4.041
C -1.261 3.674 5.211
C -1.001 3.092 6.463
C -0.695 1.730 6.571
C -0.579 0.980 5.403
S -0.016 -0.675 5.230
H -1.350 3.324 3.046
H -1.543 4.724 5.159
H -1.039 3.707 7.361
H -0.525 1.245 7.528
*
```

Which formula does entry 1 have? CH7N3O

<S²> of number 2 (C3H2LaO4)? 0.75